Record 1
C78H164N8O10 | ωB97M-V/def2-TZVPD

Cartesian coordinates (Å):
1 C 5.603 1.948 0.348
2 C 5.628 1.615 -1.110
3 O 4.604 1.559 -1.797
4 C 7.002 1.383 -1.660
5 H 6.353 2.707 0.631
6 H 6.021 1.071 0.894
7 H 4.588 2.173 0.639
8 H 7.596 0.811 -0.942
9 H 7.374 2.347 -1.998
10 H 6.839 0.866 -2.598
11 C -4.925 -1.864 1.521
12 C -4.177 -2.194 2.781
13 O -4.380 -3.228 3.402
14 C -3.333 -1.061 3.374
15 H -5.578 -2.711 1.286
16 H -4.289 -1.544 0.713
17 H -5.537 -0.971 1.769
18 H -2.348 -1.403 3.469
19 H -3.778 -0.947 4.330
20 H -3.398 -0.163 2.783
21 C -0.537 4.162 3.473
22 C -1.349 3.542 4.639
23 C -1.108 4.523 5.788
24 C -1.977 4.341 7.029
25 C -3.400 4.515 6.500
26 C -3.745 3.508 5.410
27 N -2.755 3.681 4.345
28 O -3.043 2.679 3.308
29 C -3.922 2.055 5.855
30 C -5.081 3.987 4.832
31 C -0.829 2.096 4.899
32 H 0.516 4.090 3.698
33 H -0.806 5.216 3.419
34 H -0.716 3.709 2.498
35 H -0.016 4.491 5.893
36 H -1.327 5.477 5.299
37 H -1.700 5.103 7.745
38 H -1.804 3.348 7.471
39 H -3.427 5.420 5.950
40 H -4.195 4.399 7.237
41 H -3.032 1.622 6.332
42 H -4.766 1.925 6.495
43 H -4.079 1.409 4.954
44 H -5.027 5.043 4.577
45 H -5.271 3.431 3.896
46 H -5.973 3.903 5.500
47 H -1.457 1.348 4.437
48 H -0.723 1.887 5.979
49 H 0.143 1.979 4.429
50 H -2.922 3.174 2.512
51 C -4.270 1.745 0.091
52 C -4.515 3.109 -0.654
53 C -3.312 4.027 -0.655
54 C -2.110 3.511 -1.476
55 C -2.653 3.392 -2.920
56 C -3.841 2.479 -2.969
57 N -4.915 2.850 -2.038
58 O -5.870 1.713 -2.020
59 C -4.378 2.802 -4.351
60 C -3.298 1.024 -3.001
61 C -5.716 3.843 -0.028
62 H -3.264 1.361 -0.224
63 H -5.057 0.977 -0.021
64 H -4.228 1.968 1.161
65 H -3.602 4.987 -1.188
66 H -2.926 4.223 0.349
67 H -1.606 2.568 -1.218
68 H -1.356 4.268 -1.437
69 H -1.882 3.205 -3.629
70 H -3.032 4.392 -3.196
71 H -5.133 2.201 -4.818
72 H -4.878 3.741 -4.256
73 H -3.505 2.864 -5.029
74 H -3.047 0.844 -4.036
75 H -2.438 0.839 -2.389
76 H -4.126 0.387 -2.629
77 H -5.911 4.726 -0.665
78 H -5.422 4.123 0.982
79 H -6.571 3.154 -0.067
80 H -6.556 2.249 -2.399
81 C 0.690 9.560 1.864
82 C 1.181 8.376 1.025
83 C 2.095 8.906 -0.114
84 C 2.816 7.839 -0.946
85 C 3.567 6.969 0.071
86 C 2.654 6.359 1.195
87 N 2.005 7.495 1.862
88 O 1.076 6.925 2.779
89 C 1.752 5.290 0.564
90 C 3.653 5.604 2.064
91 C -0.082 7.741 0.356
92 H 0.196 9.285 2.760
93 H -0.005 10.125 1.251
94 H 1.479 10.266 2.149
95 H 1.489 9.625 -0.693
96 H 2.917 9.519 0.422
97 H 3.473 8.306 -1.652
98 H 2.149 7.178 -1.526
99 H 4.324 7.535 0.649
100 H 4.169 6.189 -0.327
101 H 2.406 4.469 0.295
102 H 1.077 4.935 1.382
103 H 1.183 5.619 -0.319
104 H 4.282 5.047 1.370
105 H 4.352 6.274 2.543
106 H 3.178 4.878 2.729
107 H -0.403 7.040 1.104
108 H 0.136 7.233 -0.596
109 H -0.838 8.493 0.172
110 H 1.359 7.279 3.606
111 C 1.639 -4.025 6.281
112 C 1.863 -3.910 4.713
113 C 2.692 -5.178 4.271
114 C 1.918 -6.489 4.273
115 C 0.745 -6.201 3.308
116 C -0.173 -5.123 3.803
117 N 0.629 -3.873 3.955
118 O -0.227 -2.880 4.556
119 C -1.293 -4.832 2.766
120 C -0.946 -5.490 5.122
121 C 2.623 -2.654 4.395
122 H 2.297 -3.431 6.966
123 H 1.616 -5.063 6.552
124 H 0.620 -3.737 6.414
125 H 3.101 -4.936 3.280
126 H 3.634 -5.254 4.872
127 H 1.539 -6.713 5.286
128 H 2.495 -7.351 3.979
129 H 0.156 -7.122 3.234
130 H 1.160 -5.927 2.339
131 H -1.956 -5.692 2.846
132 H -1.851 -3.919 2.970
133 H -0.818 -4.872 1.780
134 H -1.576 -6.345 4.899
135 H -0.224 -5.724 5.872
136 H -1.602 -4.646 5.361
137 H 3.710 -2.767 4.544
138 H 2.284 -1.755 4.917
139 H 2.511 -2.373 3.336
140 H -0.271 -2.208 3.866
141 C -4.666 -2.881 -3.139
142 C -3.307 -3.518 -3.364
143 C -2.895 -4.105 -2.015
144 C -1.667 -4.944 -2.103
145 C -1.978 -6.146 -3.003
146 C -2.422 -5.755 -4.458
147 N -3.496 -4.704 -4.218
148 O -3.914 -4.321 -5.493
149 C -1.322 -5.235 -5.328
150 C -3.020 -7.002 -5.164
151 C -2.297 -2.410 -3.900
152 H -4.524 -2.182 -2.301
153 H -5.302 -3.720 -2.895
154 H -5.071 -2.345 -4.009
155 H -2.799 -3.264 -1.345
156 H -3.751 -4.707 -1.743
157 H -1.313 -5.267 -1.096
158 H -0.873 -4.359 -2.630
159 H -2.762 -6.753 -2.587
160 H -1.014 -6.681 -3.064
161 H -0.414 -5.838 -5.133
162 H -1.568 -5.225 -6.372
163 H -1.109 -4.229 -5.028
164 H -3.684 -6.694 -5.982
165 H -2.146 -7.534 -5.534
166 H -3.495 -7.694 -4.501
167 H -2.580 -2.144 -4.917
168 H -1.242 -2.715 -3.983
169 H -2.387 -1.581 -3.194
170 H -4.795 -4.663 -5.568
171 C 1.205 1.883 0.633
172 C 0.975 0.307 0.912
173 C -0.530 0.063 1.005
174 C -0.915 -1.501 1.082
175 C -0.305 -2.172 -0.193
176 C 1.178 -1.836 -0.392
177 N 1.433 -0.400 -0.261
178 O 2.878 -0.241 -0.236
179 C 2.120 -2.753 0.410
180 C 1.409 -2.172 -1.885
181 C 1.636 -0.032 2.290
182 H 2.265 2.167 0.549
183 H 0.652 2.357 1.477
184 H 0.803 2.124 -0.306
185 H -0.860 0.624 1.905
186 H -0.996 0.544 0.116
187 H -1.999 -1.606 1.148
188 H -0.523 -1.962 2.030
189 H -0.861 -1.870 -1.077
190 H -0.407 -3.285 -0.073
191 H 1.993 -2.681 1.486
192 H 1.908 -3.748 0.047
193 H 3.136 -2.390 0.235
194 H 2.461 -2.301 -2.096
195 H 0.917 -3.134 -2.131
196 H 0.983 -1.407 -2.511
197 H 1.103 -0.684 2.926
198 H 1.692 0.883 2.901
199 H 2.628 -0.389 2.153
200 H 3.149 0.326 -0.943
201 C 3.933 4.780 -4.250
202 C 2.498 4.192 -4.068
203 C 1.559 5.090 -4.896
204 C 0.164 4.429 -4.952
205 C 0.175 3.062 -5.638
206 C 1.140 2.088 -4.980
207 N 2.445 2.870 -4.766
208 O 3.515 2.007 -4.367
209 C 0.506 1.613 -3.638
210 C 1.493 0.929 -5.914
211 C 2.255 4.119 -2.515
212 H 4.636 4.190 -3.627
213 H 3.972 5.833 -3.933
214 H 4.168 4.631 -5.266
215 H 1.509 6.166 -4.555
216 H 1.936 5.203 -5.917
217 H -0.535 5.085 -5.499
218 H -0.283 4.402 -3.980
219 H 0.406 3.175 -6.691
220 H -0.852 2.723 -5.603
221 H 0.110 2.433 -2.951
222 H -0.225 0.864 -3.826
223 H 1.291 1.176 -2.999
224 H 0.622 0.314 -6.058
225 H 1.879 1.410 -6.820
226 H 2.263 0.298 -5.531
227 H 2.644 3.160 -2.182
228 H 1.215 4.160 -2.214
229 H 2.743 4.932 -2.048
230 H 3.488 1.939 -3.428
231 C 2.522 -9.050 -2.650
232 C 2.483 -7.632 -2.107
233 C 1.319 -7.443 -1.147
234 C 1.337 -6.147 -0.454
235 C 2.600 -6.066 0.405
236 C 3.906 -6.212 -0.418
237 N 3.756 -7.467 -1.253
238 O 4.906 -7.679 -1.989
239 C 4.222 -4.968 -1.282
240 C 5.042 -6.468 0.590
241 C 2.366 -6.717 -3.297
242 H 3.481 -9.297 -3.105
243 H 1.737 -9.095 -3.431
244 H 2.317 -9.751 -1.846
245 H 0.435 -7.586 -1.790
246 H 1.274 -8.243 -0.404
247 H 0.503 -6.017 0.239
248 H 1.229 -5.386 -1.186
249 H 2.599 -6.928 1.099
250 H 2.681 -5.152 0.950
251 H 3.319 -4.695 -1.823
252 H 4.427 -4.129 -0.613
253 H 5.109 -5.133 -1.889
254 H 4.860 -7.434 1.020
255 H 6.080 -6.420 0.244
256 H 4.841 -5.724 1.347
257 H 2.109 -5.693 -3.109
258 H 1.485 -7.053 -3.869
259 H 3.213 -6.765 -4.009
260 H 5.112 -6.917 -2.534

The calculation puts the strongest force on any atom at 3.12 eV/Å. Its LUMO energy is 0.011 Eh. Its SMILES is CC1(C)CCCC(C)(C)N1O.CC1(C)CCCC(C)(C)N1O.CC1(C)CCCC(C)(C)N1O.CC1(C)CCCC(C)(C)N1O.CC1(C)CCCC(C)(C)N1O.CC1(C)CCCC(C)(C)N1O.CC1(C)CCCC(C)(C)N1O.CC1(C)CCCC(C)(C)N1O.CC(C)=O.CC(C)=O.

These are the Löwdin partial charges, in e, on atoms 1 to 99:
1. C -0.010
2. C -0.456
3. O 0.027
4. C -0.006
5. H 0.099
6. H 0.107
7. H 0.063
8. H 0.094
9. H 0.098
10. H 0.088
11. C -0.019
12. C -0.477
13. O 0.055
14. C -0.006
15. H 0.090
16. H 0.058
17. H 0.099
18. H 0.039
19. H 0.080
20. H 0.067
21. C -0.044
22. C -0.510
23. C -0.149
24. C -0.144
25. C -0.133
26. C -0.533
27. N -0.044
28. O -0.060
29. C -0.016
30. C -0.041
31. C -0.003
32. H 0.078
33. H 0.075
34. H 0.063
35. H 0.128
36. H 0.114
37. H 0.106
38. H 0.110
39. H 0.102
40. H 0.130
41. H 0.075
42. H 0.075
43. H 0.079
44. H 0.079
45. H 0.079
46. H 0.100
47. H 0.057
48. H 0.085
49. H 0.060
50. H 0.053
51. C -0.003
52. C -0.526
53. C -0.118
54. C -0.156
55. C -0.171
56. C -0.518
57. N -0.052
58. O -0.031
59. C -0.046
60. C -0.017
61. C -0.022
62. H 0.075
63. H 0.079
64. H 0.061
65. H 0.146
66. H 0.114
67. H 0.088
68. H 0.090
69. H 0.067
70. H 0.130
71. H 0.079
72. H 0.078
73. H 0.092
74. H 0.081
75. H 0.051
76. H 0.082
77. H 0.093
78. H 0.076
79. H 0.085
80. H 0.091
81. C -0.034
82. C -0.505
83. C -0.136
84. C -0.165
85. C -0.139
86. C -0.497
87. N -0.052
88. O -0.046
89. C -0.035
90. C -0.033
91. C -0.016
92. H 0.064
93. H 0.079
94. H 0.088
95. H 0.123
96. H 0.143
97. H 0.100
98. H 0.093
99. H 0.125

Record 2
C2H4FN | ωB97M-V/def2-TZVPD

Cartesian coordinates (Å):
1 C 0.174 -0.258 -0.337
2 C -0.783 0.003 0.667
3 N 0.568 -0.943 -1.194
4 F 1.296 1.362 -0.041
5 H -1.604 -0.804 0.581
6 H -0.958 1.090 0.527
7 H -0.062 0.115 1.514
8 H 1.369 -0.565 -1.718

The calculation puts the strongest force on any atom at 3.47 eV/Å. The energy relative to the best compared isomer or geometry (same formula, charge and spin) is 1.922 eV. Its LUMO energy is 0.020 Eh.

Per-atom Löwdin charges, elementary charge units:
1. C -0.258
2. C -0.043
3. N 0.226
4. F -0.423
5. H 0.141
6. H 0.109
7. H 0.117
8. H 0.131

Record 3
C4H5NO | ωB97M-V/def2-TZVPD

Cartesian coordinates (Å):
1 N -2.464 -1.890 0.019
2 C -1.836 -0.905 0.071
3 C -1.016 0.306 0.137
4 C 0.480 -0.009 0.248
5 C 1.881 0.658 -0.859
6 O 1.215 1.207 0.278
7 H -1.304 0.908 1.011
8 H -1.177 0.921 -0.759
9 H 0.772 -0.702 1.044
10 H 2.692 0.001 -0.407
11 H 0.756 -0.493 -0.782

The calculation puts the strongest force on any atom at 2.66 eV/Å. The energy relative to the best compared isomer or geometry (same formula, charge and spin) is 5.050 eV. Its LUMO energy is 0.007 Eh.

Per-atom Löwdin charges, elementary charge units:
1. N 0.147
2. C -0.210
3. C -0.132
4. C -0.299
5. C 0.094
6. O -0.191
7. H 0.136
8. H 0.139
9. H 0.148
10. H 0.046
11. H 0.122